Record 1
Here is a 3-piece molecular cluster, C23H44ClO2S overall in a non-equilibrium geometry from OMol25. Energies are from the ωB97M-V functional and the def2-TZVPD basis.

Geometry as XYZ:
```
71
C23H44ClO2S, DFT the ωB97M-V functional and the def2-TZVPD basis
C -3.40 -1.01 -1.51
C -2.59 -0.48 -0.36
C -3.23 0.15 0.70
C -2.48 0.60 1.74
C -1.11 0.49 1.81
C -0.42 1.02 3.05
C 0.94 1.73 2.81
C -0.29 -0.16 4.04
C -0.49 -0.12 0.75
O 0.92 -0.26 0.80
C 1.41 -1.40 0.23
S 0.82 -2.88 1.16
O 1.07 -4.05 0.09
Cl 2.08 -3.11 2.68
C -1.23 -0.58 -0.31
H -2.76 -1.12 -2.38
H -4.25 -0.35 -1.70
H -3.82 -1.99 -1.28
H -4.30 0.27 0.68
H -3.00 1.07 2.57
H -1.08 1.76 3.50
H 1.68 1.19 3.40
H 1.22 1.81 1.76
H 0.95 2.74 3.20
H 0.32 -0.92 3.56
H 0.16 0.14 4.98
H -1.29 -0.59 4.18
H 2.50 -1.37 0.33
H 1.20 -1.49 -0.84
H 1.74 -4.68 0.41
H -0.73 -1.04 -1.16
C -2.89 -2.01 -5.38
C -3.94 -2.97 -4.83
C -3.40 -4.37 -4.56
C -2.88 -5.11 -5.79
C -3.89 -5.29 -6.92
C -5.11 -6.12 -6.52
H -2.52 -2.33 -6.35
H -3.32 -1.01 -5.51
H -2.04 -1.92 -4.69
H -4.79 -3.02 -5.51
H -4.33 -2.57 -3.89
H -4.18 -4.97 -4.08
H -2.58 -4.30 -3.83
H -2.52 -6.10 -5.47
H -2.00 -4.60 -6.18
H -3.39 -5.78 -7.76
H -4.22 -4.31 -7.29
H -4.81 -7.11 -6.17
H -5.78 -6.25 -7.37
H -5.68 -5.64 -5.72
C 4.70 2.58 3.89
C 3.95 3.79 4.44
C 3.59 4.82 3.37
C 4.78 5.46 2.65
C 5.78 6.17 3.56
C 5.18 7.34 4.33
H 5.66 2.86 3.46
H 4.89 1.86 4.69
H 4.11 2.08 3.11
H 4.54 4.25 5.23
H 3.02 3.44 4.91
H 2.98 5.60 3.83
H 2.95 4.34 2.62
H 4.39 6.18 1.92
H 5.31 4.70 2.07
H 6.60 6.54 2.95
H 6.22 5.46 4.27
H 4.75 8.08 3.65
H 5.94 7.84 4.93
H 4.39 7.02 5.01
```

Values from the calculation:
M, u: 420.12
Gap between HOMO and LUMO, eV: 6.72
ΔE to the lowest compared entry with this formula, charge and spin, kJ/mol: 29.0
Total charge: +1
LUMO, eV: -5.2
DFT total energy, Ha: -1911.30312

Record 2
Here is C23H44FeNP3S as an isolated structure in a non-equilibrium geometry from OMol25. Energies are from the ωB97M-V functional and the def2-TZVPD basis.

Geometry as XYZ:
```
73
C23H44FeNP3S, DFT the ωB97M-V functional and the def2-TZVPD basis
Fe -0.24 1.45 -0.78
P 1.44 2.21 0.30
P -1.29 0.84 1.04
P -1.24 3.22 -1.47
H -0.65 -0.32 -2.65
C -0.54 0.76 -2.62
C 0.81 1.32 -2.42
H 1.64 0.60 -2.32
C 2.54 1.00 1.10
C 1.08 3.36 1.70
C 2.58 3.24 -0.69
C -2.54 -0.43 0.67
C -0.45 0.10 2.50
C -2.25 2.13 1.93
C -0.85 4.01 -3.09
C -1.43 4.69 -0.44
C -2.99 2.72 -1.71
H -1.26 1.31 -3.24
H 1.10 2.23 -2.95
H 2.95 0.32 0.34
H 1.99 0.40 1.84
H 3.35 1.55 1.60
H 0.65 2.82 2.56
H 0.39 4.15 1.39
H 2.04 3.80 1.99
H 3.10 2.61 -1.42
H 3.30 3.70 0.01
H 2.02 4.03 -1.22
H -3.02 -0.70 1.63
H -2.05 -1.31 0.23
H -3.29 -0.03 -0.03
H -1.23 -0.21 3.20
H 0.21 0.82 3.00
H 0.13 -0.78 2.19
H -2.79 1.62 2.73
H -2.97 2.63 1.27
H -1.58 2.89 2.37
H -1.77 4.48 -3.47
H -0.50 3.28 -3.83
H -0.08 4.78 -2.96
H -2.14 5.36 -0.94
H -0.47 5.20 -0.30
H -1.84 4.41 0.54
H -3.42 3.40 -2.45
H -3.52 2.83 -0.76
H -3.07 1.69 -2.05
C 1.55 -2.95 -2.20
C 0.33 -2.51 -1.66
C -0.88 -3.09 -2.06
C -0.85 -4.18 -2.94
C 0.36 -4.60 -3.50
C 1.56 -3.97 -3.16
S 3.04 -2.26 -1.58
H 3.28 -1.55 -2.67
H 0.34 -1.72 -0.92
H -1.84 -2.70 -1.71
H -1.78 -4.69 -3.19
H 0.38 -5.42 -4.22
H 2.50 -4.25 -3.63
N 1.25 -3.78 0.75
C 0.90 -3.80 2.05
C -0.24 -4.52 2.48
C -0.50 -4.64 3.84
C 0.35 -4.03 4.78
C 1.43 -3.25 4.35
C 1.72 -3.12 2.99
H 2.03 -3.22 0.41
H 0.68 -4.26 0.06
H -0.87 -4.97 1.71
H -1.36 -5.24 4.15
H 0.14 -4.15 5.84
H 2.09 -2.75 5.07
H 2.56 -2.53 2.63
```

Values from the calculation:
M, u: 515.45
Gap between HOMO and LUMO (spin up / spin down), eV: 6.19 / 2.63
ΔE to the lowest compared entry with this formula, charge and spin, kJ/mol: 129.2
Total charge: +3
Multiplicity: 6
LUMO (spin up / spin down), eV: -9.0 / -13.5
DFT total energy, Ha: -3642.39175

Record 3
Here is C23H44LaNP3Se as an isolated structure in a non-equilibrium geometry from OMol25. Energies are from the ωB97M-V functional and the def2-TZVPD basis.

Geometry as XYZ:
```
73
C23H44LaNP3Se, DFT the ωB97M-V functional and the def2-TZVPD basis
La -0.18 -0.05 0.29
P -1.16 -2.70 1.25
P 1.99 -0.83 2.38
P 1.72 -2.05 -0.99
H -2.95 4.32 -6.98
C -2.91 3.37 -7.53
C -4.00 2.60 -7.68
H -4.97 2.89 -7.26
C -2.68 -2.39 2.22
C -0.39 -4.05 2.18
C -1.88 -3.57 -0.20
C 3.35 0.42 2.44
C 1.35 -0.61 4.10
C 3.01 -2.34 2.63
C 0.99 -2.02 -2.69
C 1.98 -3.84 -0.75
C 3.43 -1.51 -1.36
H -1.95 3.11 -8.00
H -3.97 1.67 -8.27
H -3.28 -1.61 1.74
H -2.41 -2.06 3.24
H -3.25 -3.33 2.28
H -0.07 -3.68 3.17
H 0.49 -4.44 1.66
H -1.12 -4.85 2.32
H -2.55 -2.90 -0.74
H -2.44 -4.44 0.15
H -1.09 -3.89 -0.90
H 3.94 0.27 3.35
H 2.92 1.43 2.43
H 3.99 0.30 1.55
H 2.16 -0.83 4.82
H 0.52 -1.31 4.27
H 1.00 0.41 4.24
H 3.66 -2.20 3.50
H 3.64 -2.53 1.75
H 2.36 -3.21 2.80
H 1.53 -2.76 -3.30
H 1.11 -1.02 -3.13
H -0.08 -2.27 -2.65
H 2.64 -4.20 -1.55
H 1.03 -4.40 -0.78
H 2.47 -4.03 0.22
H 3.92 -2.30 -1.94
H 3.98 -1.34 -0.42
H 3.40 -0.57 -1.92
C 0.90 2.12 -2.49
C -0.43 1.68 -2.68
C -1.09 1.95 -3.87
C -0.49 2.74 -4.86
C 0.81 3.22 -4.66
C 1.51 2.90 -3.49
Se 1.85 1.64 -0.92
H -1.45 -0.80 -1.06
H -0.95 1.11 -1.89
H -2.09 1.54 -4.02
H -1.04 2.98 -5.77
H 1.29 3.85 -5.41
H 2.53 3.25 -3.33
C -1.95 4.39 5.05
C -1.59 3.29 4.10
C -0.43 3.39 3.32
C -0.15 2.40 2.39
N -0.96 1.31 2.22
C -2.05 1.19 3.03
C -2.39 2.16 3.95
H -1.16 4.54 5.81
H -2.08 5.35 4.52
H -2.89 4.15 5.56
H 0.25 4.24 3.40
H 0.72 2.43 1.73
H -2.63 0.28 2.88
H -3.30 2.02 4.54
```

Values from the calculation:
M, u: 645.40
Gap between HOMO and LUMO (spin up / spin down), eV: 2.73 / 2.37
ΔE to the lowest compared entry with this formula, charge and spin, kJ/mol: 119.2
Total charge: +3
LUMO (spin up / spin down), eV: -13.0 / -13.3
DFT total energy, Ha: -4413.56828